Molecular formula: C66H158O51S10
Method: DFT, the ωB97M-V functional and the def2-TZVPD basis

Positions of all 285 atoms, in Å:
C 32.8765 -18.4739 13.1213
C 31.9303 -19.4049 12.4016
C 30.8979 -20.1371 13.2248
O 29.6281 -19.9899 12.5238
C 29.8235 -19.0091 11.5359
O 28.8808 -18.6876 10.8353
O 31.0591 -18.5742 11.5138
H 33.4425 -17.8514 12.4225
H 33.5134 -19.0684 13.7800
H 32.3318 -17.7912 13.7536
H 32.4560 -20.1233 11.8316
H 30.8129 -19.7438 14.2372
H 31.2340 -21.1718 13.2679
C 21.3349 -11.6637 9.4065
C 21.1960 -13.1773 9.5002
C 19.8862 -13.8283 9.5655
O 19.7080 -14.1660 8.1487
C 20.8525 -14.2780 7.5094
O 21.0560 -14.6631 6.3670
O 21.7975 -13.8492 8.3615
H 22.4316 -11.6031 9.2130
H 21.2244 -11.1054 10.3183
H 20.8342 -11.1914 8.5335
H 21.7762 -13.5359 10.3386
H 19.1435 -13.1039 9.7614
H 20.0052 -14.7299 10.1615
C 23.6614 -16.2516 5.1648
C 24.5831 -15.6279 6.1131
C 24.5319 -14.1232 6.1750
O 24.8106 -13.9042 7.5290
C 24.5487 -14.9820 8.2827
O 24.5205 -15.0170 9.4929
O 24.3089 -15.9924 7.4768
H 22.5891 -15.9932 5.2976
H 23.6770 -17.3875 5.2443
H 23.9318 -15.9443 4.1450
H 25.6152 -15.9281 5.8863
H 23.5422 -13.7440 6.0937
H 25.3458 -13.6998 5.5865
C 21.6099 -20.2552 11.0013
O 20.8941 -19.0715 11.2761
C 21.6857 -17.9886 11.8046
C 22.3459 -17.2918 10.6507
O 21.3783 -16.6579 9.8038
C 21.2709 -17.3437 8.5733
H 21.2779 -20.6902 10.0853
H 21.4027 -20.9718 11.8588
H 22.7246 -19.9886 10.8609
H 22.4608 -18.3134 12.5801
H 21.0118 -17.2544 12.2074
H 23.0817 -17.9932 10.1685
H 22.9739 -16.4921 11.0021
H 22.0252 -16.9693 7.9201
H 20.3108 -17.2753 8.1026
H 21.4443 -18.4094 8.6499
C 24.2390 -16.9550 18.5473
O 24.1865 -18.0915 17.6794
C 24.0439 -17.6990 16.3286
C 23.5023 -18.9433 15.5445
O 22.1016 -18.9885 15.8459
C 21.5083 -20.0788 15.1773
H 23.5577 -16.1469 18.3010
H 25.2220 -16.4937 18.4830
H 24.1145 -17.3700 19.5230
H 24.9550 -17.3124 15.9324
H 23.2669 -16.9246 16.1531
H 24.0165 -19.8593 15.7852
H 23.6524 -18.8226 14.4470
H 21.9394 -20.1457 14.1892
H 20.4046 -19.9884 15.1400
H 21.7791 -21.0169 15.6739
C 25.2680 -15.7090 12.8268
O 25.0614 -17.0636 13.0134
C 25.9978 -17.9096 12.4191
C 25.9502 -19.2572 13.0423
O 24.6942 -19.7689 12.6773
C 24.5852 -21.0973 13.2239
H 24.3520 -15.1143 12.9404
H 25.6691 -15.4961 11.7803
H 26.1000 -15.4083 13.5267
H 27.0032 -17.4761 12.4458
H 25.8267 -17.9965 11.3501
H 25.9593 -19.2167 14.1359
H 26.7326 -19.9095 12.6831
H 23.6679 -21.5948 12.8540
H 24.7351 -21.0001 14.2843
H 25.3637 -21.7132 12.8263
C 28.9083 -9.3829 11.7933
O 27.5233 -9.7879 11.8789
C 27.1949 -10.4486 13.1199
C 25.6499 -10.3978 13.2602
O 24.8444 -11.1581 12.3502
C 24.8605 -12.5857 12.5492
H 29.0811 -8.9705 10.7678
H 29.4924 -10.3164 11.9928
H 29.3000 -8.7269 12.5635
H 27.6549 -9.9012 13.9603
H 27.6283 -11.4640 13.1693
H 25.3948 -9.3422 13.1971
H 25.3418 -10.7556 14.2577
H 24.4500 -12.8695 13.5278
H 25.8444 -13.0203 12.2390
H 24.1625 -12.8990 11.7415
C 22.1153 -24.1090 13.7629
O 22.5680 -25.4077 13.3265
C 23.9030 -25.3429 12.8148
C 24.9489 -24.8994 13.8066
O 24.9958 -25.6710 14.9931
C 25.5412 -26.9426 14.9415
H 22.6013 -23.7242 14.6568
H 21.0447 -24.1643 13.8850
H 22.1706 -23.2818 13.0278
H 24.0002 -24.7308 11.9333
H 24.2113 -26.3388 12.4452
H 24.7691 -23.8274 14.0460
H 25.8938 -24.8958 13.2825
H 25.0178 -27.5737 14.2232
H 25.4507 -27.4376 15.9174
H 26.5636 -26.7535 14.5479
C 29.0219 -14.3899 13.2409
O 28.6141 -15.2938 14.2530
C 29.1161 -16.5984 14.2119
C 28.2769 -17.5628 15.0369
O 28.9870 -17.6672 16.2851
C 28.2473 -18.2574 17.2957
H 30.1293 -14.2153 13.2543
H 28.5553 -13.4577 13.4412
H 28.7867 -14.7462 12.2343
H 30.1338 -16.6461 14.5762
H 29.1735 -16.9795 13.1676
H 28.2385 -18.5616 14.5653
H 27.3043 -17.0769 15.1432
H 28.0089 -19.2382 16.8622
H 27.3744 -17.7209 17.6544
H 28.8572 -18.4263 18.1866
O 29.2276 -22.0766 15.2300
S 27.9379 -22.7646 15.2416
O 26.7965 -22.0155 15.6160
O 27.6141 -23.1722 13.7983
C 28.5712 -23.4284 12.7981
C 28.0049 -23.1028 11.4482
C 27.9433 -24.1498 16.2546
H 28.7529 -24.5052 12.8341
H 29.5015 -22.8737 13.0107
H 27.9198 -22.0294 11.2461
H 27.0642 -23.5985 11.2039
H 28.7244 -23.3903 10.7146
H 27.0491 -24.7710 16.0443
H 27.8614 -23.7787 17.3121
H 28.9007 -24.6808 16.2873
O 31.6200 -21.1295 9.7636
S 30.9451 -21.4450 8.5564
O 31.5658 -22.2232 7.5353
O 29.5139 -22.0963 8.9151
C 28.6169 -22.5507 7.8890
C 29.0291 -23.9773 7.4302
C 30.5200 -19.8165 7.8703
H 28.6834 -21.8933 7.0011
H 27.5968 -22.5296 8.3148
H 29.1713 -24.7723 8.2555
H 29.9373 -23.9753 6.7341
H 28.1734 -24.3007 6.8139
H 30.0535 -19.9179 6.9352
H 31.4560 -19.2567 7.7489
H 29.7994 -19.3516 8.5300
O 27.9701 -12.7305 10.7012
S 27.7600 -11.9421 9.5292
O 28.5978 -10.8030 9.2084
O 27.9705 -13.0435 8.3716
C 28.1105 -12.6037 6.9950
C 29.5999 -12.7237 6.5592
C 26.0905 -11.5144 9.3854
H 27.8720 -11.5454 7.0025
H 27.4461 -13.1386 6.3642
H 30.3317 -12.4821 7.3355
H 29.6851 -12.0771 5.7172
H 29.8309 -13.7277 6.2351
H 26.0154 -10.8635 8.4705
H 25.7101 -10.9403 10.2733
H 25.4355 -12.3947 9.3089
O 26.6704 -12.5252 15.3016
S 27.5598 -12.4391 16.4283
O 28.8536 -11.8267 16.2182
O 26.7619 -11.6623 17.5779
C 27.4154 -11.4407 18.9559
C 27.7714 -9.9572 19.0662
C 27.6838 -14.0806 17.0824
H 28.2517 -12.1017 19.0672
H 26.6128 -11.7302 19.5813
H 28.1638 -9.4859 18.1873
H 28.4352 -9.7811 19.9363
H 26.8884 -9.4202 19.4201
H 27.8800 -14.1021 18.1658
H 28.4007 -14.6179 16.4502
H 26.7090 -14.5359 16.8150
O 28.4331 -18.0743 6.6503
S 28.5554 -16.6857 6.2526
O 27.7462 -16.1721 5.2040
O 28.4269 -15.7754 7.4597
C 28.9104 -16.1055 8.7878
C 27.6992 -16.0418 9.6761
C 30.2377 -16.4831 5.8349
H 29.6198 -15.3146 9.1535
H 29.4215 -17.0636 8.7619
H 26.8173 -16.5763 9.3371
H 27.4587 -14.9671 9.8580
H 27.9033 -16.5275 10.6273
H 30.9067 -16.5197 6.7090
H 30.3616 -15.5402 5.3423
H 30.5046 -17.1971 5.0558
O 24.0159 -13.6689 17.0922
S 23.1611 -13.0597 18.0463
O 23.3091 -13.3794 19.4430
O 23.3577 -11.5169 17.9895
C 23.6349 -10.9348 16.6211
C 24.0483 -9.5086 16.8534
C 21.4888 -13.3820 17.5471
H 22.6129 -10.8750 16.1452
H 24.3420 -11.5539 16.1337
H 25.0050 -9.4633 17.4302
H 23.2774 -8.9247 17.3388
H 24.1849 -8.9690 15.9048
H 21.3127 -12.8726 16.5613
H 20.8847 -12.8028 18.2496
H 21.2916 -14.4337 17.6387
O 18.6633 -14.5374 15.0061
S 19.4765 -15.5433 14.3477
O 19.4409 -15.6880 12.9109
O 21.0367 -15.1880 14.6927
C 21.8174 -14.3644 13.8345
C 21.0486 -13.0182 13.5504
C 19.2678 -17.1361 15.1364
H 22.0338 -14.8267 12.8749
H 22.7620 -14.2380 14.3486
H 20.9203 -12.4779 14.4640
H 20.0429 -13.1762 13.1062
H 21.4879 -12.3059 12.8291
H 18.2370 -17.4836 15.1192
H 19.6981 -17.0969 16.1762
H 20.0328 -17.6546 14.5578
O 26.9450 -23.1251 19.1327
S 25.5913 -22.6277 19.4298
O 24.7847 -23.3829 20.3366
O 25.6723 -21.2042 20.1122
C 26.5647 -20.1666 19.5613
C 26.7395 -19.0224 20.5601
C 24.6540 -22.3269 18.0151
H 26.0673 -19.8737 18.6484
H 27.5409 -20.6221 19.4502
H 27.2616 -18.2117 20.0539
H 27.4062 -19.3653 21.3645
H 25.8429 -18.5990 20.9570
H 24.5678 -23.3119 17.5821
H 25.1747 -21.5970 17.3759
H 23.6872 -22.0013 18.3996
O 25.9504 -23.6061 8.5653
S 25.0039 -22.6847 9.1700
O 24.7744 -22.6905 10.5708
O 25.5434 -21.2890 8.7054
C 25.0888 -20.0949 9.3334
C 25.4754 -18.8501 8.5806
C 23.5703 -22.7901 8.1960
H 25.4271 -20.1195 10.3822
H 24.0200 -20.1018 9.4519
H 26.5315 -18.6384 8.3185
H 25.1739 -18.0177 9.1997
H 24.9132 -18.8216 7.6279
H 22.9046 -21.9353 8.3263
H 23.1203 -23.7409 8.3617
H 23.9423 -22.6824 7.2186
O 20.1222 -22.2511 8.4974
S 20.0511 -23.1706 9.6463
O 21.1609 -23.2736 10.5630
O 18.7722 -22.7406 10.4106
C 18.7273 -22.4676 11.8213
C 17.3491 -22.7904 12.4177
C 19.4902 -24.7041 9.0993
H 18.9645 -21.4402 11.9722
H 19.5346 -23.0041 12.3096
H 17.5168 -22.4941 13.4450
H 17.1640 -23.8696 12.3370
H 16.5251 -22.2596 11.9795
H 20.0503 -25.0474 8.2325
H 18.4307 -24.5310 8.8734
H 19.6766 -25.3196 9.9117

Forces on the atoms, in the same order (eV/Å):
-0.256 -0.132 0.057
-1.048 1.682 -0.008
-0.231 -0.205 0.364
1.625 1.015 -0.613
-2.299 -1.679 0.420
1.680 -0.005 0.709
0.857 -0.217 -0.040
0.162 -0.425 0.059
0.246 0.119 -0.223
-0.370 0.230 0.283
0.462 -0.369 -1.199
-0.238 0.022 0.025
-0.666 -0.186 0.140
1.750 -0.479 -1.661
1.637 0.172 0.522
0.264 -0.563 -1.808
-2.186 -0.787 -0.197
0.787 0.000 -0.571
-0.547 0.673 2.094
1.277 0.654 -0.460
-0.573 0.457 -0.110
-0.632 -0.050 0.475
0.026 -0.373 0.702
0.402 0.159 0.320
-1.210 0.143 0.759
-0.902 -0.096 -0.020
-1.847 -2.008 -0.902
0.975 0.072 0.000
0.497 -0.700 0.311
1.115 1.334 2.166
-0.175 0.435 0.767
0.186 0.233 -1.188
-0.380 -1.415 -0.049
0.774 0.207 0.195
0.326 1.340 -0.270
0.061 -0.274 0.197
-0.257 -0.081 0.221
-0.814 0.494 -1.205
-0.541 0.373 -0.205
1.508 0.609 1.472
-0.198 0.482 0.463
0.620 -0.778 -0.174
0.950 0.204 0.085
0.191 -1.120 0.142
0.273 -0.445 -0.077
-0.454 -0.227 -0.619
0.800 0.512 -0.998
-1.544 -0.861 0.667
-0.962 0.252 -0.985
-0.546 -0.053 0.512
-0.953 0.603 -0.289
0.409 0.419 0.443
0.555 0.378 -0.828
-0.734 0.614 0.053
0.069 -0.408 0.449
0.864 -0.613 -0.681
-0.486 1.026 -0.055
-1.555 -1.680 -0.717
-0.017 2.105 -0.251
0.164 -0.193 -0.175
-0.018 -0.262 0.354
-0.592 -0.238 -0.015
0.420 0.118 0.061
-0.310 0.146 0.789
0.978 0.151 -0.456
0.280 -0.175 0.495
0.132 -0.449 0.714
-0.194 0.251 0.623
-0.230 -0.025 -0.735
0.650 0.130 0.068
-0.174 -0.129 0.153
2.236 1.092 -1.063
-1.361 -0.921 0.540
1.123 0.813 -0.367
-0.895 0.329 0.169
-0.692 -1.495 -0.229
-0.492 0.569 -1.108
0.281 -0.489 0.263
-0.612 -0.181 0.996
-0.894 0.349 -0.439
0.170 0.000 0.464
-0.353 -0.123 -0.396
0.465 0.174 0.144
0.581 -0.169 -0.135
0.131 0.673 0.628
-0.389 -0.533 0.595
0.868 -0.411 -0.215
-0.006 -1.822 -0.499
0.477 0.564 0.711
-0.268 0.122 -0.630
0.326 -0.846 0.873
0.704 0.304 0.110
-0.211 0.716 -1.832
-0.124 -0.518 1.065
-0.004 0.539 -0.768
-0.721 0.698 0.325
-0.343 -0.010 -0.060
-0.317 0.281 -0.310
-0.370 -0.024 -0.421
0.548 0.283 -0.059
0.570 0.011 -0.077
-0.580 0.227 0.907
0.233 -0.256 0.635
-0.243 0.124 -0.827
0.511 1.392 -0.116
0.165 -1.239 0.098
-0.516 0.508 0.070
-1.187 1.688 0.958
0.634 0.043 -1.254
0.047 -0.398 0.321
-0.329 -0.464 0.593
0.637 -0.655 -0.342
-0.301 0.736 -0.345
-0.665 0.047 0.356
0.175 -0.755 0.464
0.605 -0.219 -0.179
-0.063 -0.196 -0.151
0.426 0.456 -0.206
0.035 -1.046 0.555
1.678 -0.893 -0.161
-0.564 0.225 0.351
0.196 -0.750 -1.505
1.285 0.549 0.400
0.012 1.437 -0.414
0.154 -1.668 -0.011
-0.633 -0.192 0.162
-0.588 0.701 0.088
-0.300 -0.052 0.064
0.484 0.100 0.286
-0.244 0.369 0.195
-0.279 0.331 0.159
-0.319 -0.420 0.203
-0.750 -0.230 0.758
-0.477 0.327 -0.423
0.347 0.100 -0.256
-1.074 -1.138 0.276
2.175 2.551 0.239
-1.227 0.745 0.661
-1.157 -0.373 -0.340
1.027 -0.634 -0.684
-0.227 0.743 -0.275
0.169 -1.082 1.715
0.359 -0.022 0.026
-0.460 -0.236 -0.088
-0.276 0.002 0.443
0.066 -0.001 0.320
0.575 -0.554 -0.498
0.611 0.265 -0.015
-0.271 0.045 -1.006
-0.282 -0.106 -0.699
0.168 -0.632 1.218
-1.654 1.407 -1.615
0.269 -0.294 0.003
1.375 1.186 0.822
0.671 -1.199 -0.911
0.097 -0.607 -0.412
0.499 -0.829 0.920
-0.164 -0.082 0.483
1.069 0.072 -0.252
-0.231 1.572 -1.095
-1.167 0.110 1.256
0.281 -0.199 0.186
-0.534 -0.304 -1.299
-0.251 -0.214 0.292
0.140 0.190 0.357
0.114 0.181 0.420
1.216 -0.025 -0.631
-0.777 -0.983 0.237
-0.452 0.038 -0.116
2.164 1.106 1.417
-1.111 -0.608 0.503
-1.639 1.265 -0.329
-0.223 0.167 -0.341
-0.578 -0.690 -0.347
-0.470 0.361 -0.017
0.506 0.570 -0.697
-0.069 -0.296 -0.099
-0.090 -0.710 0.836
0.892 -0.375 -0.645
0.580 0.079 -0.185
0.041 0.314 0.451
0.301 0.220 0.039
-0.724 -0.429 0.529
0.794 -0.148 0.576
-0.197 1.039 -2.579
-0.577 -0.261 1.973
-0.521 -0.465 -0.417
0.474 -0.300 -0.112
-0.590 -0.221 0.877
0.284 -0.135 -0.484
0.170 -0.363 -0.625
-0.219 0.085 -0.555
0.061 -0.035 -0.602
0.203 0.236 0.408
0.324 0.348 0.568
-0.449 0.905 -0.165
1.320 -2.673 -0.146
-0.440 0.431 -0.191
-0.396 1.620 0.439
0.051 0.387 0.896
-0.216 0.682 1.012
0.853 0.077 -0.538
-0.490 -0.595 -0.894
-0.158 -0.160 0.022
0.077 0.084 -0.584
-0.050 -0.966 -0.131
0.347 0.199 0.170
-0.421 -0.263 -0.306
-0.022 0.768 -0.033
-0.035 -0.380 0.372
0.748 -0.702 -0.903
-0.182 -0.580 1.648
-0.245 -0.041 -0.672
0.123 0.846 -1.218
-2.623 1.071 1.225
1.264 0.409 0.045
-0.030 2.361 -0.146
1.156 -0.562 -0.011
0.588 -0.536 -0.527
-0.791 0.062 -0.437
-0.182 -0.166 0.496
0.224 -0.480 0.029
0.229 -1.159 0.666
-0.103 -0.325 0.133
-0.049 -0.358 -0.384
0.538 -1.069 -0.604
0.176 1.811 0.009
-0.485 -0.101 0.686
-1.001 -1.263 0.864
-1.083 1.729 -1.334
0.047 -0.362 -0.789
2.111 0.847 0.755
-0.160 -0.515 -0.058
0.010 0.200 0.299
-0.212 0.359 0.636
0.567 -0.344 0.516
0.613 -0.607 0.334
0.209 0.125 -0.355
-0.688 0.191 -0.941
-0.533 -0.904 -0.017
-1.927 1.038 0.024
1.964 -0.737 1.549
0.041 -0.140 -0.212
0.483 0.473 0.210
-0.529 -0.280 0.833
0.831 -0.691 -0.275
0.106 0.391 -0.314
0.351 0.404 -0.440
0.070 -0.140 -0.632
0.080 0.008 -0.138
-0.409 0.165 -0.043
-0.739 -0.031 0.248
-0.092 -0.142 -0.621
-0.377 -0.442 0.044
0.073 0.164 -0.260
-1.078 0.254 0.988
1.439 -0.618 -1.618
-0.369 -0.070 0.580
0.469 0.070 -0.564
0.541 0.519 1.575
0.239 0.029 -1.033
-0.534 0.932 0.649
0.285 0.194 -0.421
-0.678 -0.192 -0.402
-0.353 -0.813 0.396
-0.399 0.355 0.031
0.175 0.188 0.437
-0.182 -0.302 0.547
-0.543 -0.558 0.113
0.492 -0.269 -1.381
0.353 -1.694 1.748
0.883 2.885 -1.926
-0.416 -0.311 -0.572
-1.008 0.176 0.503
-0.397 -0.295 0.258
1.620 -0.726 -0.403
-0.357 0.533 -1.596
0.038 1.030 -0.125
-0.078 -0.434 0.094
-0.593 -0.131 0.470
-0.056 0.273 0.241
-0.170 0.430 -0.232
-0.018 0.143 -0.020
0.361 -0.448 -0.007
-0.110 -1.611 1.490

Results
largest force on an atom: 3.58 eV/Å
orbital gap: 9.27 eV
highest occupied orbital energy: -9.03 eV
E: -283766.9625 eV
energy above the lowest of the compared OMol25 structures with the same formula, charge and spin: 0.0 kJ/mol